The following is a quantum chemistry calculation of a structure of composition C71H56Br2FGeN3O2P3Tl, from the OMol25 dataset.

Each line ends with the Mulliken charge.
Positions of all 140 atoms, in Å:
Tl (-0.45, 0.28, -0.64)  1.30
F (0.34, -0.27, 2.03)  0.42
Ge (0.65, -0.48, 3.76)  0.78
C (2.56, 0.09, 3.97)  -0.78
C (2.92, 0.59, 5.21)  -0.47
C (4.22, 0.97, 5.48)  -1.00
C (5.18, 0.88, 4.48)  -0.92
C (4.82, 0.41, 3.23)  -0.33
C (3.52, 0.01, 2.95)  0.45
P (3.05, -0.56, 1.26)  2.20
C (4.25, 0.37, 0.25)  0.17
C (4.91, -0.21, -0.83)  -0.59
C (5.62, 0.58, -1.71)  -0.73
C (5.68, 1.95, -1.53)  -0.63
C (5.02, 2.54, -0.47)  -0.57
C (4.29, 1.76, 0.41)  -0.63
C (3.81, -2.24, 1.32)  -0.50
C (5.16, -2.49, 1.49)  0.03
C (5.63, -3.79, 1.52)  -0.77
C (4.74, -4.85, 1.39)  -0.71
C (3.39, -4.61, 1.22)  -0.40
C (2.93, -3.31, 1.18)  -0.43
C (-0.62, 0.88, 4.52)  -0.51
C (-0.88, 0.78, 5.88)  -0.17
C (-1.58, 1.76, 6.56)  -0.90
C (-1.98, 2.90, 5.88)  -0.92
C (-1.74, 3.00, 4.52)  -0.50
C (-1.09, 1.99, 3.82)  0.20
P (-0.88, 2.22, 2.00)  1.40
C (-2.51, 2.84, 1.43)  1.10
C (-2.53, 3.22, 0.08)  -1.23
C (-3.72, 3.55, -0.54)  -0.87
C (-4.91, 3.49, 0.18)  -0.77
C (-4.90, 3.11, 1.50)  -0.54
C (-3.71, 2.78, 2.13)  -1.16
C (0.15, 3.73, 2.14)  0.52
C (-0.19, 4.99, 1.66)  -0.49
C (0.71, 6.03, 1.76)  -0.78
C (1.96, 5.83, 2.33)  -0.69
C (2.31, 4.58, 2.80)  -0.53
C (1.41, 3.53, 2.69)  -0.43
C (0.49, -2.45, 4.08)  -0.13
C (1.05, -2.92, 5.25)  -0.41
C (1.12, -4.27, 5.53)  -1.11
C (0.63, -5.17, 4.60)  -0.83
C (0.06, -4.72, 3.43)  -0.66
C (-0.04, -3.36, 3.16)  0.72
P (-0.85, -2.69, 1.65)  1.31
C (-2.37, -2.14, 2.54)  1.45
C (-2.94, -2.85, 3.60)  -0.69
C (-4.12, -2.41, 4.18)  -0.95
C (-4.72, -1.25, 3.73)  -1.10
C (-4.14, -0.52, 2.71)  -1.13
C (-2.97, -0.96, 2.12)  0.33
C (-1.45, -4.19, 0.76)  0.46
C (-0.82, -4.41, -0.46)  -0.45
C (-1.24, -5.43, -1.30)  -0.83
C (-2.30, -6.23, -0.93)  -0.50
C (-2.94, -6.02, 0.28)  -1.04
C (-2.52, -5.01, 1.13)  -0.17
H (2.17, 0.68, 5.99)  0.53
H (4.49, 1.36, 6.46)  0.44
H (6.20, 1.17, 4.67)  0.44
H (5.56, 0.39, 2.44)  0.30
H (4.84, -1.28, -0.99)  0.58
H (6.13, 0.12, -2.55)  0.44
H (6.23, 2.57, -2.23)  0.38
H (5.04, 3.61, -0.33)  0.46
H (3.74, 2.22, 1.22)  0.24
H (5.86, -1.67, 1.58)  0.28
H (6.68, -3.98, 1.64)  0.43
H (5.11, -5.87, 1.42)  0.40
H (2.70, -5.43, 1.11)  0.50
H (1.88, -3.10, 1.03)  0.38
H (-0.53, -0.10, 6.42)  0.49
H (-1.77, 1.65, 7.62)  0.45
H (-2.48, 3.69, 6.41)  0.43
H (-2.04, 3.90, 3.99)  0.56
H (-1.61, 3.24, -0.48)  0.82
H (-3.72, 3.83, -1.58)  0.54
H (-5.84, 3.74, -0.31)  0.42
H (-5.83, 3.05, 2.05)  0.45
H (-3.72, 2.46, 3.16)  0.60
H (-1.16, 5.16, 1.22)  0.42
H (0.45, 7.01, 1.38)  0.45
H (2.66, 6.65, 2.40)  0.39
H (3.28, 4.41, 3.24)  0.51
H (1.68, 2.54, 3.04)  -0.02
H (1.45, -2.21, 5.97)  0.48
H (1.55, -4.61, 6.46)  0.39
H (0.69, -6.23, 4.80)  0.45
H (-0.32, -5.44, 2.71)  0.37
H (-2.45, -3.74, 3.97)  0.53
H (-4.56, -2.97, 4.99)  0.45
H (-5.65, -0.91, 4.18)  0.42
H (-4.60, 0.40, 2.37)  0.69
H (-2.51, -0.38, 1.33)  -0.14
H (-0.01, -3.76, -0.76)  0.41
H (-0.74, -5.59, -2.24)  0.46
H (-2.64, -7.02, -1.58)  0.48
H (-3.78, -6.63, 0.57)  0.44
H (-3.02, -4.86, 2.07)  0.44
C (-4.92, -6.28, -4.07)  -0.85
O (-4.41, -5.20, -4.80)  -0.45
C (-5.13, -4.04, -4.81)  0.77
C (-4.52, -2.93, -5.39)  -0.67
C (-5.12, -1.70, -5.37)  0.03
C (-6.38, -1.53, -4.77)  -0.10
C (-7.04, -2.67, -4.29)  -0.54
C (-6.41, -3.90, -4.29)  -0.37
N (-7.05, -0.31, -4.76)  -0.70
N (-6.55, 0.77, -4.43)  -0.44
C (-5.33, 0.94, -3.83)  0.35
C (-4.60, 2.06, -4.22)  -0.27
C (-3.29, 2.25, -3.84)  -0.95
C (-2.60, 1.33, -3.02)  0.17
O (-1.36, 1.44, -2.76)  -0.67
C (-3.40, 0.24, -2.48)  -0.06
N (-2.81, -0.57, -1.58)  -0.25
C (-3.50, -1.55, -1.04)  -0.22
C (-4.87, -1.74, -1.27)  -1.42
C (-5.50, -0.90, -2.16)  -0.98
C (-4.76, 0.06, -2.86)  1.11
H (-4.16, -7.06, -4.10)  0.24
H (-5.84, -6.68, -4.52)  0.37
H (-5.11, -6.01, -3.03)  0.33
H (-3.54, -3.06, -5.85)  0.44
H (-4.64, -0.84, -5.81)  0.39
H (-8.02, -2.57, -3.86)  0.42
H (-6.94, -4.75, -3.89)  0.40
H (-5.07, 2.75, -4.91)  0.47
H (-2.74, 3.11, -4.21)  0.40
H (-2.97, -2.20, -0.36)  0.54
H (-5.40, -2.51, -0.74)  0.66
H (-6.57, -0.96, -2.30)  0.81
Br (1.94, -0.67, -2.61)  -0.13
C (1.57, 1.09, -3.30)  -0.38
Br (1.73, 2.44, -1.94)  -0.11
H (0.54, 1.11, -3.65)  0.07
H (2.30, 1.29, -4.08)  0.51

The HOMO energy comes out at -0.234 hartree. For the energy above the lowest of the compared OMol25 structures with the same formula, charge and spin, the calculation gives 52.3 kJ/mol. The total energy is -11575.28834 Eh. As for the largest force on an atom: 1.37 eV/A.


The following is a quantum chemistry calculation of a structure of composition C71H59CsF3N7O4P2SSe, from the OMol25 dataset.

Each line ends with the Mulliken charge.
Positions of all 149 atoms, in Å:
Cs (1.05, -0.61, 0.88)  2.91
C (-6.10, -1.73, -0.21)  -1.12
O (-4.93, -1.19, 0.32)  -0.27
C (-4.22, -1.99, 1.20)  0.55
C (-4.59, -3.27, 1.55)  -0.47
C (-3.81, -4.03, 2.44)  -1.09
C (-2.64, -3.49, 2.93)  -0.25
C (-2.25, -2.19, 2.59)  1.04
C (-1.03, -1.55, 3.11)  -1.23
N (0.15, -2.02, 3.28)  -0.60
N (0.47, -3.36, 3.10)  -0.57
C (1.09, -3.70, 2.01)  0.03
O (1.28, -3.02, 0.94)  -0.65
C (1.72, -5.07, 2.10)  0.45
C (2.78, -5.38, 1.25)  -0.14
C (3.38, -6.63, 1.29)  -0.73
C (2.92, -7.60, 2.16)  -0.34
C (1.85, -7.30, 3.01)  -0.70
C (1.26, -6.05, 2.98)  -0.32
C (-3.01, -1.37, 1.70)  -0.15
O (-2.65, -0.21, 1.34)  -0.36
H (-6.54, -0.96, -0.84)  0.24
H (-6.82, -2.01, 0.57)  0.38
H (-5.90, -2.62, -0.83)  0.34
H (-5.49, -3.71, 1.14)  0.36
H (-4.11, -5.04, 2.70)  0.34
H (-1.99, -4.07, 3.58)  0.42
H (-1.11, -0.49, 3.35)  0.55
H (3.10, -4.62, 0.55)  0.32
H (4.21, -6.85, 0.62)  0.39
H (3.38, -8.58, 2.19)  0.36
H (1.48, -8.06, 3.69)  0.38
H (0.44, -5.80, 3.63)  0.38
C (-5.00, 0.04, -5.42)  -1.89
C (-3.48, -0.13, -5.41)  1.75
C (-2.97, -0.28, -6.86)  -1.79
C (-3.12, -1.39, -4.63)  0.42
C (-3.68, -2.62, -4.95)  -0.22
C (-3.35, -3.76, -4.26)  -1.78
C (-2.42, -3.70, -3.21)  -0.32
C (-1.83, -2.50, -2.86)  -0.35
P (-0.55, -2.28, -1.50)  0.22
C (0.90, -2.06, -2.64)  1.26
C (1.04, -2.79, -3.83)  -0.13
C (2.11, -2.55, -4.68)  -0.95
C (3.05, -1.58, -4.37)  -0.85
C (2.92, -0.84, -3.20)  -0.59
C (1.85, -1.08, -2.35)  1.25
C (-0.46, -4.05, -1.02)  1.14
C (0.50, -4.96, -1.45)  -0.32
C (0.47, -6.28, -1.02)  -0.90
C (-0.52, -6.71, -0.15)  -0.66
C (-1.47, -5.81, 0.30)  -0.91
C (-1.44, -4.49, -0.12)  0.12
C (-2.22, -1.37, -3.58)  -0.53
O (-1.60, -0.21, -3.17)  0.07
C (-1.96, 0.99, -3.69)  -0.40
C (-1.40, 2.11, -3.07)  -0.40
C (-1.71, 3.36, -3.58)  0.29
C (-2.54, 3.50, -4.68)  -1.64
C (-3.10, 2.37, -5.26)  -0.37
C (-2.83, 1.09, -4.77)  0.20
P (-0.33, 1.87, -1.57)  1.27
C (1.16, 2.78, -2.16)  0.36
C (1.51, 2.79, -3.51)  -0.50
C (2.69, 3.39, -3.94)  -0.74
C (3.55, 3.98, -3.01)  -0.76
C (3.22, 3.94, -1.67)  -0.26
C (2.05, 3.33, -1.24)  -0.40
C (-1.18, 3.10, -0.49)  1.34
C (-0.89, 4.46, -0.41)  -0.30
C (-1.70, 5.31, 0.34)  -0.92
C (-2.82, 4.80, 0.99)  -0.56
C (-3.11, 3.45, 0.92)  -0.58
C (-2.28, 2.59, 0.20)  -0.87
H (-5.49, -0.81, -5.90)  0.42
H (-5.29, 0.94, -5.98)  0.39
H (-5.38, 0.13, -4.40)  0.38
H (-3.42, -1.16, -7.33)  0.42
H (-1.89, -0.41, -6.87)  0.36
H (-3.22, 0.60, -7.45)  0.39
H (-4.39, -2.68, -5.77)  0.33
H (-3.80, -4.71, -4.52)  0.42
H (-2.17, -4.60, -2.68)  0.55
H (0.31, -3.54, -4.09)  0.55
H (2.21, -3.13, -5.59)  0.38
H (3.89, -1.40, -5.03)  0.39
H (3.65, -0.09, -2.93)  0.35
H (1.75, -0.48, -1.45)  -1.73
H (1.31, -4.63, -2.09)  0.36
H (1.25, -6.97, -1.34)  0.29
H (-0.52, -7.74, 0.21)  0.32
H (-2.23, -6.11, 1.02)  0.40
H (-2.17, -3.79, 0.27)  -0.17
H (-1.29, 4.24, -3.11)  0.45
H (-2.77, 4.48, -5.07)  0.41
H (-3.77, 2.48, -6.11)  0.35
H (0.86, 2.34, -4.24)  0.37
H (2.95, 3.38, -4.99)  0.39
H (4.47, 4.44, -3.34)  0.37
H (3.91, 4.35, -0.93)  0.23
H (1.85, 3.25, -0.18)  0.31
H (-0.03, 4.87, -0.92)  0.46
H (-1.45, 6.36, 0.42)  0.43
H (-3.45, 5.47, 1.57)  0.35
H (-3.95, 3.03, 1.45)  0.49
H (-2.50, 1.52, 0.21)  0.17
F (8.34, -0.15, 1.33)  -0.35
C (7.17, 0.16, 0.70)  0.42
F (7.08, -0.68, -0.33)  -0.23
F (7.37, 1.39, 0.19)  -0.23
C (6.00, 0.09, 1.65)  0.23
C (6.26, -0.23, 2.98)  -0.26
C (5.22, -0.28, 3.89)  -1.07
C (3.95, -0.02, 3.41)  -0.55
N (3.67, 0.28, 2.15)  0.50
C (4.67, 0.37, 1.23)  -0.42
S (4.25, 0.84, -0.37)  -0.03
H (7.27, -0.44, 3.29)  0.45
H (5.38, -0.54, 4.93)  0.41
H (3.09, -0.06, 4.08)  0.38
N (1.09, 7.46, 3.57)  -0.64
C (1.82, 6.69, 3.12)  -0.10
C (2.76, 5.73, 2.60)  0.49
C (4.00, 6.14, 2.13)  -0.62
C (4.88, 5.18, 1.67)  -0.73
C (4.48, 3.84, 1.70)  -0.28
N (3.30, 3.45, 2.16)  0.35
C (2.44, 4.37, 2.58)  -0.41
H (4.26, 7.19, 2.13)  0.48
H (5.86, 5.45, 1.29)  0.47
H (5.13, 3.06, 1.33)  0.18
H (1.47, 4.03, 2.92)  0.73
C (1.17, 3.94, 5.95)  -0.96
N (-0.27, 4.09, 6.02)  0.33
C (-0.96, 4.81, 6.98)  -0.44
C (-2.27, 4.72, 6.68)  -0.45
N (-2.37, 3.96, 5.53)  0.25
C (-3.59, 3.59, 4.84)  -0.70
C (-1.14, 3.56, 5.11)  -0.62
Se (-0.79, 2.52, 3.65)  0.07
H (1.58, 3.97, 6.95)  0.37
H (1.61, 4.74, 5.35)  0.21
H (1.39, 2.98, 5.48)  0.36
H (-0.46, 5.32, 7.78)  0.43
H (-3.13, 5.14, 7.17)  0.40
H (-4.43, 4.01, 5.39)  0.31
H (-3.68, 2.50, 4.78)  0.34
H (-3.57, 3.97, 3.82)  0.11

The HOMO energy comes out at -0.058 hartree. Its net charge is -2. For the energy above the lowest of the compared OMol25 structures with the same formula, charge and spin, the calculation gives 73.4 kJ/mol. The total energy is -7227.39367 Eh. As for the largest force on an atom: 2.98 eV/A.


The following is a quantum chemistry calculation of a structure of composition C71H59IMoN3P3, from the OMol25 dataset.

Each line ends with the Mulliken charge.
Positions of all 138 atoms, in Å:
Mo (-0.37, 0.04, -0.49)  -0.69
C (-1.14, 3.16, -3.50)  -1.50
C (-1.99, 2.52, -4.39)  -1.20
C (-2.19, 1.15, -4.25)  -1.04
C (-1.59, 0.48, -3.19)  0.11
N (-0.87, 1.14, -2.27)  1.76
C (-0.60, 2.43, -2.46)  0.03
C (-1.58, -0.96, -3.01)  0.43
C (-2.09, -1.86, -3.94)  -0.80
C (-1.86, -3.21, -3.79)  -1.28
C (-1.08, -3.63, -2.72)  -1.02
C (-0.63, -2.69, -1.82)  -1.58
N (-0.90, -1.38, -1.91)  1.78
H (-0.92, 4.21, -3.61)  0.64
H (-2.46, 3.06, -5.20)  0.56
H (-2.80, 0.62, -4.96)  0.58
H (0.08, 2.87, -1.76)  -0.35
H (-2.64, -1.48, -4.79)  0.56
H (-2.26, -3.92, -4.50)  0.50
H (-0.83, -4.67, -2.58)  0.67
H (-0.01, -2.98, -1.00)  0.98
C (-2.55, 1.01, 3.24)  -0.46
C (-2.04, 2.40, 3.49)  -0.62
C (-2.57, 3.13, 4.55)  -0.31
C (-2.13, 4.41, 4.82)  -0.95
C (-1.13, 4.97, 4.04)  -1.02
C (-0.60, 4.26, 2.98)  -0.78
C (-1.06, 2.97, 2.69)  1.35
P (-0.44, 2.18, 1.12)  1.76
C (1.22, 2.94, 1.06)  1.36
C (1.65, 3.76, 0.02)  -0.68
C (2.91, 4.34, 0.04)  -0.57
C (3.76, 4.11, 1.10)  -1.08
C (3.34, 3.30, 2.15)  -0.76
C (2.08, 2.70, 2.15)  1.24
C (1.68, 1.92, 3.37)  -1.62
C (-1.72, 3.03, 0.11)  0.09
C (-1.88, 4.41, 0.00)  -0.47
C (-2.98, 4.93, -0.64)  -0.99
C (-3.96, 4.08, -1.15)  -1.00
C (-3.81, 2.71, -1.03)  -0.15
C (-2.69, 2.16, -0.41)  0.85
C (-2.47, 0.68, -0.36)  -1.17
H (-2.88, 0.55, 4.18)  0.90
H (-1.77, 0.38, 2.80)  -0.84
H (-3.41, 1.03, 2.57)  0.29
H (-3.34, 2.68, 5.17)  0.54
H (-2.55, 4.98, 5.65)  0.42
H (-0.76, 5.97, 4.25)  0.48
H (0.18, 4.72, 2.39)  0.57
H (0.97, 4.01, -0.79)  0.35
H (3.22, 4.98, -0.78)  0.50
H (4.73, 4.57, 1.13)  0.43
H (3.99, 3.14, 3.00)  0.52
H (2.56, 1.48, 3.84)  0.68
H (0.98, 1.11, 3.15)  0.03
H (1.21, 2.57, 4.11)  0.29
H (-1.13, 5.07, 0.41)  0.39
H (-3.10, 6.01, -0.74)  0.48
H (-4.84, 4.49, -1.62)  0.46
H (-4.57, 2.05, -1.43)  0.55
H (-3.16, 0.20, -1.06)  0.76
H (-2.72, 0.30, 0.64)  0.16
I (1.72, -1.22, 1.21)  0.35
C (1.57, -1.80, 3.26)  0.22
C (2.72, -1.52, 3.95)  -0.28
C (2.87, -1.93, 5.29)  -1.14
C (1.88, -2.67, 5.86)  -0.95
C (0.71, -3.00, 5.15)  1.51
C (-0.22, -3.88, 5.76)  -0.81
C (-1.31, -4.31, 5.07)  -1.30
C (-1.57, -3.79, 3.80)  -0.36
C (-0.75, -2.87, 3.19)  1.10
P (-1.47, -2.26, 1.57)  1.59
C (-3.22, -1.91, 2.00)  0.78
C (-3.69, -1.71, 3.30)  -1.35
C (-5.03, -1.40, 3.52)  -0.59
C (-5.90, -1.26, 2.45)  -1.01
C (-5.43, -1.42, 1.16)  -0.84
C (-4.10, -1.73, 0.93)  -0.87
C (-1.56, -3.96, 0.84)  0.82
C (-2.72, -4.57, 0.38)  -0.60
C (-2.69, -5.86, -0.13)  -0.70
C (-1.49, -6.56, -0.19)  -0.86
C (-0.33, -5.97, 0.29)  -0.65
C (-0.37, -4.69, 0.81)  -0.34
C (0.48, -2.52, 3.82)  -0.85
H (3.53, -1.00, 3.46)  0.62
H (3.78, -1.69, 5.83)  0.45
H (1.99, -3.04, 6.87)  0.42
H (-0.01, -4.23, 6.76)  0.43
H (-1.99, -5.04, 5.50)  0.45
H (-2.48, -4.12, 3.30)  0.58
H (-3.02, -1.79, 4.15)  0.57
H (-5.38, -1.26, 4.54)  0.48
H (-6.94, -1.01, 2.63)  0.44
H (-6.11, -1.30, 0.32)  0.51
H (-3.74, -1.86, -0.08)  0.55
H (-3.67, -4.06, 0.44)  0.46
H (-3.61, -6.33, -0.45)  0.50
H (-1.46, -7.56, -0.60)  0.40
H (0.60, -6.52, 0.27)  0.51
H (0.54, -4.25, 1.21)  0.29
N (1.35, 0.32, -1.23)  1.31
P (2.45, 0.23, -2.38)  0.31
C (2.44, -1.38, -3.25)  0.96
C (2.63, -1.50, -4.63)  -0.50
C (2.74, -2.75, -5.21)  -0.85
C (2.67, -3.89, -4.42)  -0.69
C (2.50, -3.78, -3.05)  -0.61
C (2.39, -2.53, -2.47)  -0.77
C (4.11, 0.33, -1.70)  0.15
C (5.20, -0.02, -2.49)  -0.67
C (6.48, 0.01, -1.95)  -0.80
C (6.66, 0.38, -0.62)  -0.73
C (5.57, 0.74, 0.16)  -1.10
C (4.30, 0.72, -0.38)  0.90
C (2.34, 1.50, -3.67)  0.48
C (3.17, 2.62, -3.61)  -0.77
C (3.06, 3.60, -4.58)  -0.94
C (2.14, 3.47, -5.61)  -0.79
C (1.32, 2.36, -5.67)  -1.11
C (1.41, 1.38, -4.70)  -0.40
H (2.71, -0.61, -5.25)  0.53
H (2.90, -2.83, -6.27)  0.49
H (2.78, -4.87, -4.88)  0.46
H (2.46, -4.67, -2.44)  0.53
H (2.29, -2.45, -1.40)  0.29
H (5.06, -0.32, -3.52)  0.49
H (7.33, -0.27, -2.56)  0.46
H (7.66, 0.38, -0.20)  0.44
H (5.72, 1.04, 1.19)  0.55
H (3.44, 1.01, 0.22)  0.04
H (3.91, 2.70, -2.82)  0.50
H (3.71, 4.47, -4.54)  0.50
H (2.08, 4.23, -6.38)  0.45
H (0.61, 2.25, -6.48)  0.51
H (0.77, 0.50, -4.75)  0.71

The HOMO energy (alpha / beta) comes out at -0.452 / -0.452 hartree. Its net charge is +2. For the energy above the lowest of the compared OMol25 structures with the same formula, charge and spin, the calculation gives 3.4 kJ/mol. The total energy is -4294.79289 Eh. As for the largest force on an atom: 2.32 eV/A.